Here is a cluster of 2 separate species, C3H8N3O2 in total from the OMol25 dataset. Energies are from the ωB97M-V functional and the def2-TZVPD basis.

Properties
charge: -1
max |F|: 0.30 eV/Å
M: 118.116 g mol⁻¹
relative energy (zero: lowest compared OMol25 entry of this formula, charge and spin): 0.177 eV
LUMO energy: 0.154 Eh
calculated total energy: -11808.1465 eV
gap between HOMO and LUMO: 8.60 eV

Each line ends with the natural charge from an NBO analysis.
Geometry (Å):
O -1.97 0.32 1.18  -0.810
O 0.11 0.15 2.07  -0.823
N 2.23 0.27 -1.86  -0.793
N 0.67 -1.36 -1.40  -0.613
N -0.80 2.21 1.71  -0.919
C 1.35 -0.23 -1.07  0.281
C -0.91 0.77 1.67  0.857
C -0.60 -1.67 -0.76  -0.422
H 1.10 0.15 -0.07  0.204
H -1.40 -1.00 -1.08  0.195
H -0.90 -2.69 -1.02  0.172
H -1.70 2.67 1.69  0.357
H 0.83 -1.63 -2.36  0.370
H -0.51 -1.58 0.31  0.259
H 2.66 1.08 -1.41  0.329
H -0.17 2.56 2.40  0.356

Here is a cluster of 2 separate species, H4NPS in total at a distorted geometry from the OMol25 dataset. Energies are from the ωB97M-V functional and the def2-TZVPD basis.

Properties
max |F|: 2.81 eV/Å
M: 81.080 g mol⁻¹
relative energy (zero: lowest compared OMol25 entry of this formula, charge and spin): 3.023 eV
structure (SMILES): N=S.P
LUMO energy (alpha / beta): -0.048 / -0.048 Eh
calculated total energy: -21675.9863 eV
gap between HOMO and LUMO (alpha / beta): 7.43 / 7.44 eV

Each line ends with the natural charge from an NBO analysis.
Geometry (Å):
S -0.23 -2.82 -1.12  0.395
P 1.46 0.02 1.10  0.037
N -1.32 -3.90 -0.95  -0.726
H 1.39 0.70 -0.03  -0.026
H 1.05 1.12 1.79  -0.013
H -2.15 -3.53 -0.56  0.337
H 0.16 -0.57 0.91  -0.004

Here is an isolated molecule of C21H19N5O2S at a distorted geometry from the OMol25 dataset. Energies are from the ωB97M-V functional and the def2-TZVPD basis.

Properties
max |F|: 1.62 eV/Å
M: 405.483 g mol⁻¹
relative energy (zero: lowest compared OMol25 entry of this formula, charge and spin): 3.407 eV
structure (SMILES): C=CCn1c(SCc2nnc(-c3ccccc3)o2)nnc1[C@H](O)c1ccccc1
LUMO energy: 0.015 Eh
calculated total energy: -44464.8890 eV
gap between HOMO and LUMO: 9.00 eV

Each line ends with the natural charge from an NBO analysis.
Geometry (Å):
S -1.04 0.55 -1.88  0.277
O 1.33 -3.49 1.31  -0.716
O 0.29 3.07 -0.13  -0.400
N -1.20 0.12 0.81  -0.342
N 0.62 4.81 -1.42  -0.291
N -0.92 -0.87 1.68  -0.276
N -0.36 -1.58 -0.32  -0.373
N -0.46 4.16 -1.87  -0.282
C -1.01 -3.13 -2.12  -0.194
C -0.64 3.14 -1.10  0.439
C 2.98 5.60 0.10  -0.177
C 3.66 4.02 2.28  -0.214
C -0.87 -0.31 -0.38  0.178
C -0.43 -5.35 0.35  -0.251
C 2.21 4.48 0.42  -0.061
C -1.30 -6.30 -0.17  -0.191
C -3.16 -5.10 0.75  -0.204
C -2.30 -4.16 1.27  -0.231
C -2.66 -6.18 0.03  -0.218
C 2.55 3.69 1.52  -0.192
C -0.43 -1.88 1.01  0.295
C 4.08 5.92 0.87  -0.213
C -2.30 -3.00 -1.87  -0.381
C 0.09 -2.39 -1.41  -0.268
C 1.06 4.15 -0.39  0.439
C -1.71 2.12 -1.20  -0.574
C 4.42 5.13 1.96  -0.197
C -0.02 -3.19 1.60  0.029
C -0.93 -4.27 1.06  0.041
H 3.92 3.41 3.13  0.216
H -4.22 -5.01 0.91  0.216
H -3.03 -3.56 -2.42  0.209
H 0.63 -5.44 0.20  0.231
H 2.70 6.19 -0.76  0.236
H -0.17 -3.11 2.69  0.211
H -3.34 -6.92 -0.37  0.214
H -0.90 -7.14 -0.72  0.213
H -0.65 -3.80 -2.88  0.208
H 5.28 5.38 2.56  0.215
H 4.68 6.78 0.62  0.217
H -2.11 1.87 -0.22  0.291
H -2.69 -2.34 -1.12  0.197
H -2.47 2.47 -1.89  0.264
H 0.82 -3.11 -1.01  0.249
H -2.68 -3.32 1.83  0.223
H 1.95 2.83 1.77  0.227
H 1.89 -2.87 1.79  0.485
H 0.61 -1.74 -2.13  0.227

Here is a cluster of 2 separate species, C3H9NO2S in total at a distorted geometry from the OMol25 dataset. Energies are from the ωB97M-V functional and the def2-TZVPD basis.

Properties
max |F|: 5.00 eV/Å
M: 123.177 g mol⁻¹
relative energy (zero: lowest compared OMol25 entry of this formula, charge and spin): 3.130 eV
structure (SMILES): O=CNCCS.O
LUMO energy: 0.009 Eh
calculated total energy: -19675.2835 eV
gap between HOMO and LUMO: 9.28 eV

Each line ends with the natural charge from an NBO analysis.
Geometry (Å):
S -2.09 -1.33 0.31  0.010
O 1.23 1.97 3.66  -0.937
O 0.70 -2.28 -3.11  -0.601
N 0.71 -0.81 -1.40  -0.618
C 0.13 -1.49 -2.39  0.548
C -0.78 -0.15 0.47  -0.582
C 0.28 0.22 -0.54  -0.224
H 1.38 2.55 2.83  0.466
H 1.58 -1.22 -1.17  0.397
H 1.05 0.80 -0.08  0.231
H -1.38 0.84 0.35  0.214
H -0.30 0.91 -1.21  0.193
H 1.06 2.78 4.38  0.472
H -2.12 -1.63 -0.94  0.109
H -0.96 -0.97 -2.75  0.078
H -0.50 -0.18 1.58  0.245

Here is a cluster of 2 separate species, C20H18FN2O6S2 in total at a distorted geometry from the OMol25 dataset. Energies are from the ωB97M-V functional and the def2-TZVPD basis.

Properties
charge: -1
max |F|: 3.13 eV/Å
M: 465.504 g mol⁻¹
LUMO energy: 0.060 Eh
calculated total energy: -60682.7180 eV
gap between HOMO and LUMO: 6.99 eV

Each line ends with the natural charge from an NBO analysis.
Geometry (Å):
S -0.31 -3.11 -1.30  2.308
S -2.83 -3.27 0.29  2.317
F -0.54 1.02 0.76  -0.312
O 0.02 0.18 3.49  -0.342
O -3.90 -4.14 -0.14  -0.964
O -1.32 1.95 3.69  -0.365
O 0.49 -3.10 -0.10  -0.976
O -0.14 -4.17 -2.25  -0.967
O -2.09 -3.62 1.48  -0.958
N -0.45 1.27 3.10  0.491
N -1.92 -2.88 -1.02  -1.268
C -5.74 -0.44 0.51  -0.227
C 4.25 2.01 0.67  -0.002
C 0.37 -1.69 -2.24  -0.287
C -4.88 -1.44 0.02  -0.195
C 2.38 0.81 1.67  -0.113
C 2.04 2.98 0.65  -0.167
C 0.05 1.83 1.69  0.306
C -3.71 -1.75 0.73  -0.275
C -0.01 -1.51 -3.58  -0.196
C 1.59 0.30 -3.81  -0.228
C -5.39 0.30 1.64  -0.249
C 0.63 -0.55 -4.36  -0.215
C -4.16 0.07 2.25  -0.164
C 1.54 1.90 1.41  -0.144
C 3.73 0.89 1.32  -0.223
C 5.67 2.00 0.19  -0.632
C 3.38 3.04 0.30  -0.231
C -3.30 -0.93 1.79  -0.223
C 1.97 0.11 -2.47  -0.249
C 1.40 -0.91 -1.71  -0.143
H -5.12 -1.99 -0.88  0.237
H 1.97 -0.09 2.11  0.246
H 4.40 0.04 1.48  0.216
H 1.76 -1.10 -0.69  0.231
H 5.84 1.28 -0.63  0.228
H 1.30 3.74 0.32  0.213
H 2.04 1.08 -4.42  0.201
H -0.40 2.83 1.57  0.188
H -3.86 0.67 3.11  0.200
H 2.75 0.76 -2.04  0.203
H -6.09 1.05 2.02  0.202
H 6.31 1.69 1.02  0.219
H 3.74 3.88 -0.32  0.212
H 0.38 -0.48 -5.41  0.202
H -0.78 -2.14 -4.00  0.236
H 5.97 2.98 -0.19  0.212
H -6.68 -0.27 -0.01  0.202
H -2.33 -1.09 2.27  0.241

Here is a structure of composition C19H19BrN4O2Re at a distorted geometry from the OMol25 dataset. Energies are from the ωB97M-V functional and the def2-TZVPD basis.

Properties
charge: +4
max |F|: 8.65 eV/Å
M: 601.498 g mol⁻¹
relative energy (zero: lowest compared OMol25 entry of this formula, charge and spin): 0.000 eV
LUMO energy (alpha / beta): -0.506 / -0.619 Eh
2S+1: 4
calculated total energy: -102191.1380 eV
gap between HOMO and LUMO (alpha / beta): 6.39 / 3.29 eV

Each line ends with the Mulliken spin population.
Geometry (Å):
Re -0.08 0.28 0.09  1.426
Br 5.85 -0.74 -1.24  0.004
O 0.18 1.15 3.05  0.069
O 1.77 2.61 -0.75  0.068
N -1.49 1.45 -0.03  -0.210
N -0.52 -1.74 0.96  0.029
N 2.15 -0.65 0.62  0.047
N 0.63 -0.67 -1.82  0.030
C 3.18 -0.47 -0.24  0.003
C -3.27 -0.19 -0.60  0.242
C -3.00 -1.50 -0.21  -0.016
C -0.66 -2.50 1.83  0.036
C 1.05 1.73 -0.47  -0.051
C -2.63 3.68 0.39  -0.002
C -0.80 -3.55 2.79  -0.001
C 1.25 -0.66 -2.81  0.036
C 3.62 -1.82 2.10  -0.001
C 4.70 -1.66 1.22  0.010
C -2.21 -2.32 -1.02  0.264
C 2.38 -1.29 1.78  0.009
C -2.01 -0.52 -2.63  -0.013
C 0.06 0.80 1.93  -0.045
C -2.77 0.30 -1.82  0.240
C -1.71 -1.83 -2.23  0.261
C 2.01 -0.83 -4.01  0.000
C -2.26 2.34 0.01  0.466
C 4.46 -0.97 0.04  0.003
H 1.34 -0.89 -4.87  0.002
H -3.47 -1.90 0.68  0.013
H -1.71 -0.17 -3.62  0.013
H -1.18 -2.51 -2.90  -0.004
H 2.61 -1.75 -3.94  0.001
H -2.05 -3.37 -0.76  -0.005
H 2.68 0.03 -4.14  0.001
H 3.01 0.05 -1.17  0.000
H 3.73 -2.37 3.04  0.001
H -3.63 3.67 0.82  0.017
H -0.27 -3.26 3.71  0.002
H -3.03 1.29 -2.16  0.003
H 5.69 -2.05 1.44  0.000
H -0.36 -4.48 2.40  0.001
H -1.92 4.08 1.13  0.027
H -3.92 0.41 0.02  0.002
H -1.86 -3.71 3.02  0.002
H -2.63 4.33 -0.49  0.018
H 1.55 -1.41 2.47  0.001

Here is a structure of composition C24H45NP2PtSi at a distorted geometry from the OMol25 dataset. Energies are from the ωB97M-V functional and the def2-TZVPD basis.

Properties
max |F|: 3.44 eV/Å
M: 632.743 g mol⁻¹
LUMO energy (alpha / beta): 0.016 / -0.036 Eh
2S+1: 3
calculated total energy: -56803.7518 eV
gap between HOMO and LUMO (alpha / beta): 5.64 / 5.38 eV

Each line ends with the Mulliken spin population.
Geometry (Å):
Pt -0.23 -1.16 -1.87  0.025
P 0.96 1.30 -2.01  0.186
P -1.32 0.32 1.17  0.292
Si 1.71 -0.76 3.26  0.012
N 0.90 0.56 2.44  0.461
C 0.25 -3.42 -3.72  0.010
C -1.76 -1.46 1.25  0.057
C -2.44 -1.63 -3.77  0.006
C 2.12 -2.15 2.06  -0.005
C -1.33 -0.82 -4.50  0.023
C 0.24 2.76 1.77  0.027
C 0.57 -1.43 4.58  -0.005
C 0.04 -0.83 -3.87  0.100
C -1.44 1.24 -1.59  0.638
C 1.78 0.60 -0.54  -0.057
C -2.12 -1.86 -2.31  -0.008
C 0.86 3.11 -1.99  0.026
C 2.39 1.11 -3.18  0.113
C -0.61 4.24 3.48  0.041
C -2.45 0.89 2.46  0.013
C 0.64 2.27 4.15  0.049
C -1.29 -2.92 -1.77  0.022
C -0.43 3.92 2.13  -0.016
C -0.58 -3.99 -2.56  -0.006
C 0.76 -2.02 -3.43  -0.002
C 0.67 1.83 2.79  -0.040
C -2.17 1.11 -0.29  0.099
C -0.06 3.42 4.48  -0.014
C 3.32 -0.07 3.92  0.024
H 0.98 3.41 -3.04  -0.004
H -1.83 0.57 -2.39  -0.163
H -2.83 -1.45 -1.58  0.001
H 0.69 0.04 -4.14  -0.066
H -1.31 -4.74 -2.87  -0.001
H -0.96 -2.08 0.81  0.007
H -1.14 5.14 3.77  0.002
H 0.13 -4.47 -1.87  -0.001
H -2.05 0.49 3.40  -0.001
H -0.16 3.69 5.53  0.000
H -2.71 -1.65 0.73  -0.001
H -1.23 -1.12 -5.55  0.003
H 2.28 -1.79 1.03  0.002
H 1.14 -2.14 5.20  0.001
H 0.19 -0.62 5.23  0.000
H -2.67 -2.56 -4.33  0.000
H 3.05 -2.62 2.42  -0.001
H 1.08 -4.10 -3.93  0.001
H 0.44 2.51 0.72  0.007
H 2.32 -0.24 -0.99  -0.006
H -1.54 2.26 -2.01  0.039
H 1.67 3.52 -1.37  0.002
H 1.11 1.63 4.91  0.003
H 2.16 1.42 -4.21  0.001
H -3.45 0.47 2.26  -0.001
H -1.84 -1.71 2.31  -0.009
H -0.81 4.58 1.35  0.000
H -0.34 -3.43 -4.63  0.000
H -1.62 0.24 -4.49  0.010
H -2.47 1.98 2.51  0.004
H -2.49 2.12 0.06  0.022
H 1.09 0.19 0.22  0.030
H 3.14 0.65 4.72  -0.001
H 3.86 0.44 3.11  0.000
H 3.13 1.82 -2.78  -0.018
H 2.85 0.11 -3.21  0.018
H -0.10 3.46 -1.59  -0.003
H 3.94 -0.89 4.30  0.003
H 2.48 1.27 -0.04  0.007
H -3.37 -1.03 -3.78  0.001
H -0.29 -1.96 4.15  0.001
H -1.58 -3.21 -0.77  0.002
H 1.86 -1.95 -3.28  0.003
H -3.07 0.50 -0.45  0.036
H 1.34 -2.93 2.04  0.000

Here is an isolated molecule of C6H9P at a distorted geometry from the OMol25 dataset. Energies are from the ωB97M-V functional and the def2-TZVPD basis.

Properties
max |F|: 6.28 eV/Å
M: 112.112 g mol⁻¹
relative energy (zero: lowest compared OMol25 entry of this formula, charge and spin): 0.378 eV
LUMO energy (alpha / beta): 0.040 / -0.079 Eh
2S+1: 3
calculated total energy: -15651.8157 eV
gap between HOMO and LUMO (alpha / beta): 7.00 / 7.26 eV

Each line ends with the Mulliken spin population.
Geometry (Å):
P 1.89 -1.23 -0.18  1.017
C 1.62 1.44 0.20  -0.038
C -1.34 -0.61 -0.61  0.033
C 0.46 1.16 -0.34  0.376
C -1.84 -0.83 0.83  0.011
C 2.44 0.25 0.36  0.535
C 0.20 -0.28 -0.75  0.015
H -1.47 -1.61 -1.00  -0.005
H -1.01 -1.27 1.42  -0.006
H 0.45 -0.41 -1.86  0.029
H -1.70 0.31 -0.97  -0.008
H 2.05 2.35 0.61  0.009
H 3.48 0.33 0.67  0.001
H -2.12 0.12 1.27  0.003
H -0.41 1.79 -0.46  0.029
H -2.70 -1.51 0.84  0.000